Below is the ion C10H18N2 with charge +2 in a non-equilibrium geometry, with properties calculated with wB97M-V/def2-TZVPD.

Each line ends with the natural charge from an NBO analysis.
Positions of all 30 atoms, in Å:
N (1.700, 0.467, -2.237)  -0.390
N (2.733, 0.849, -4.657)  -0.177
C (0.953, 0.810, -1.327)  0.188
C (2.858, -0.445, -4.118)  -0.277
C (0.066, -0.264, 0.528)  0.434
C (0.056, 0.575, 1.686)  -0.548
C (-0.715, -1.112, 3.452)  -0.644
C (2.471, 1.823, -5.174)  0.456
C (-2.364, 0.200, 1.933)  -0.627
C (1.624, -0.560, -3.221)  -0.275
C (-1.039, 0.171, 2.774)  -0.142
C (-0.229, 0.124, -0.818)  -0.638
H (-2.392, 1.063, 1.219)  0.208
H (-0.266, -0.791, -1.479)  0.255
H (3.747, -0.331, -3.356)  0.288
H (-0.713, -1.900, 2.600)  0.191
H (-2.462, -0.731, 1.369)  0.207
H (1.548, -1.547, -2.649)  0.250
H (0.560, -1.186, 0.644)  0.210
H (1.218, 1.773, -0.755)  0.201
H (-1.099, 1.024, 3.494)  0.254
H (-3.258, 0.321, 2.621)  0.268
H (-0.108, 1.567, 1.436)  0.255
H (-1.213, 0.622, -0.941)  0.314
H (3.131, -1.187, -4.867)  0.301
H (-1.541, -1.602, 4.085)  0.279
H (0.277, -1.038, 3.999)  0.245
H (1.127, 0.325, 2.168)  0.328
H (0.689, -0.405, -3.832)  0.238
H (2.190, 2.916, -5.423)  0.346

Atomic forces in eV per Å
1.534 0.982 -1.673
-0.001 0.387 -1.633
1.147 3.583 1.744
2.210 0.161 3.093
0.465 1.063 1.127
2.285 -2.402 0.888
-0.196 -2.771 -0.529
-0.502 2.658 0.240
-0.542 0.607 1.171
-1.871 -2.012 0.908
-1.739 1.548 -0.210
-2.754 -2.936 -1.519
0.027 -0.637 0.651
-0.406 0.575 0.873
-1.366 -0.459 -1.607
0.693 0.888 1.374
-0.087 -0.055 -0.024
0.317 0.822 -1.400
0.221 -1.471 0.223
-0.204 -1.351 -0.809
0.404 -0.584 -0.601
1.021 -0.283 -0.877
-0.170 2.027 -0.328
0.740 0.441 0.215
-0.503 0.063 -0.062
1.205 1.467 -0.473
-1.316 -0.460 -0.585
-2.027 0.768 -0.752
0.766 -0.423 0.511
0.654 -2.194 0.064

Summary:
Charge: +2
HOMO energy in eV: -17.08
Largest force on an atom in eV/A: 4.3
LUMO energy in eV: -9.2
Energy above the lowest of the compared OMol25 structures with the same formula, charge and spin in kcal per mole: 84.0